Here is C20H27FN2O2 in the gas phase from the OMol25 dataset. Energies are from the ωB97M-V functional and the def2-TZVPD basis.

Last column: Mulliken charge in e.
Positions of all 52 atoms, in Å:
1 C 4.77 1.35 0.15  -0.487
2 C -5.36 0.59 1.00  -0.792
3 H 7.91 1.87 1.31  0.435
4 H -2.95 2.53 -1.40  0.365
5 C -4.85 2.61 -0.39  -0.674
6 H -4.65 -0.71 -0.57  0.294
7 C -0.49 -0.53 0.99  -1.517
8 O -2.29 -2.75 -1.12  -0.680
9 H 3.77 1.76 0.21  0.463
10 H -3.83 -0.93 0.98  0.239
11 H -4.13 1.36 -1.98  0.332
12 C 3.85 -0.39 -1.39  -1.139
13 H -6.73 2.20 0.59  0.340
14 H -5.27 3.35 -1.07  0.364
15 C -5.94 1.65 0.08  -0.664
16 H 6.50 -1.14 -1.36  0.392
17 H 1.08 -2.85 -0.52  0.522
18 H 3.30 0.36 -1.95  0.339
19 H -6.14 -0.11 1.31  0.358
20 H -4.97 1.07 1.90  0.322
21 F 8.55 -0.19 -0.13  -0.320
22 H -2.45 -0.53 -1.74  0.512
23 C 7.31 0.33 -0.03  0.305
24 H 5.62 2.80 1.48  0.393
25 H 3.22 -1.78 0.07  0.293
26 N 2.91 -0.98 -0.47  -0.115
27 H -1.03 -3.05 1.67  0.344
28 C 5.81 1.94 0.86  -0.500
29 N -1.38 -0.97 -0.05  0.691
30 C 6.29 -0.28 -0.75  -0.613
31 H -2.71 1.27 0.71  0.238
32 C 0.90 -1.18 0.86  0.379
33 H -0.91 -0.76 1.98  0.332
34 H -6.39 1.16 -0.80  0.312
35 C -3.73 1.84 -1.09  -1.047
36 C 0.76 -2.68 0.52  -0.833
37 C 7.09 1.43 0.77  -0.523
38 C -1.55 -2.29 -0.27  0.821
39 C 1.71 -0.42 -0.20  0.275
40 O 1.32 0.59 -0.74  -0.679
41 C -4.24 -0.18 0.30  -0.740
42 H 1.42 -1.05 1.81  0.451
43 C -0.69 -3.14 0.64  -1.231
44 C -2.03 0.01 -0.89  -1.855
45 C 5.00 0.24 -0.66  0.731
46 H -1.27 0.71 -1.26  0.244
47 H -0.78 -4.18 0.34  0.403
48 H -4.44 3.14 0.48  0.340
49 H 1.40 -3.28 1.17  0.388
50 H 4.22 -1.16 -2.08  0.463
51 H -0.38 0.56 0.91  0.528
52 C -3.14 0.78 -0.17  1.199

HOMO = -0.3301 Eh
Energy relative to the best compared isomer or geometry (same formula, charge and spin) = 6.52 kJ/mol
HOMO-LUMO gap = 9.5 eV
Structure (SMILES) = O=C(NCc1cccc(F)c1)[C@@H]1CCC(=O)N(CC2CCCCC2)C1
E_LUMO = 0.52 eV



Here is C46H60N6P2S2Ti as an isolated structure from the OMol25 dataset. Energies are from the ωB97M-V functional and the def2-TZVPD basis.

Last column: Mulliken charge in e.
Positions of all 117 atoms, in Å:
1 H 0.58 -4.43 0.55  0.304
2 Ti 0.02 0.48 0.49  -1.473
3 H 7.59 3.48 -2.79  0.396
4 N 6.57 2.59 -1.22  -0.027
5 H -2.34 4.53 -1.82  0.313
6 C 0.30 3.35 2.96  -1.606
7 N 4.32 1.98 -1.46  0.140
8 H -4.13 -0.46 1.73  0.784
9 C -1.96 -2.21 1.45  -0.463
10 C 2.12 3.50 1.25  -1.343
11 S 4.04 -1.32 -1.31  -0.178
12 H 0.51 -2.93 5.14  0.340
13 C -4.18 -0.13 -2.08  -0.776
14 H 3.22 -1.36 -3.64  0.500
15 C -3.16 -2.97 1.53  -0.172
16 H -1.16 1.72 -3.39  0.316
17 H -0.60 5.10 -3.45  0.391
18 C -1.76 -3.67 -1.52  -1.509
19 P 0.71 -1.85 2.11  2.270
20 C -2.47 1.49 2.14  -0.696
21 H -6.14 0.39 0.62  0.403
22 C -1.04 -3.83 3.04  -0.805
23 H 3.79 -2.61 1.11  0.191
24 P -1.48 -0.99 -2.35  2.185
25 H -2.68 -3.45 -0.98  0.154
26 C -2.23 -4.53 3.12  -1.193
27 H -4.23 -4.62 2.33  0.408
28 C 1.40 -2.36 4.90  -1.950
29 C 2.97 -1.08 -2.63  -0.597
30 H 2.60 4.34 1.76  0.588
31 H 1.54 3.85 -3.43  0.314
32 C 1.86 -3.30 1.89  0.470
33 H 0.71 4.21 3.50  0.524
34 C 3.35 -2.96 2.05  -1.604
35 H 1.38 3.89 0.54  0.226
36 H 0.52 -3.11 -2.94  0.058
37 C -5.30 0.23 -1.36  -1.334
38 C 1.58 -3.99 0.56  -1.615
39 H 3.54 -2.19 2.80  0.264
40 N -1.81 -1.13 0.62  1.905
41 H -3.65 -1.02 -4.70  0.176
42 C -0.45 4.28 -2.76  -1.300
43 H -0.23 -2.63 -4.46  0.338
44 H -0.97 -0.98 4.42  0.318
45 C -3.54 2.26 2.51  -1.191
46 H -0.20 -4.18 3.62  0.311
47 H 1.98 -0.66 3.72  0.246
48 C -2.63 -0.97 -5.06  -1.748
49 C -0.09 2.07 -1.00  0.840
50 C -1.62 -2.80 -2.76  0.320
51 C -1.88 1.23 -4.04  -1.351
52 H -0.46 -4.27 -3.85  0.528
53 H 1.99 1.54 4.09  0.233
54 H 1.74 -1.87 5.82  0.501
55 C 1.09 -1.29 3.85  0.787
56 C 6.64 3.07 -2.48  -0.132
57 H -4.04 2.09 3.45  0.509
58 C -1.24 2.88 -0.96  1.088
59 C 0.74 3.56 -2.76  -0.414
60 C -0.38 -3.22 -3.55  -1.567
61 H -0.66 -0.44 -4.48  0.527
62 H -2.64 -0.41 -6.00  0.556
63 C 2.46 2.12 3.31  -1.430
64 H 2.19 -3.05 4.59  0.373
65 H 1.61 -3.99 2.69  0.912
66 C -5.27 0.12 0.03  -1.334
67 H 1.66 -3.30 -0.28  0.045
68 C 1.81 -0.53 -2.18  -1.600
69 H 2.94 2.99 3.77  0.477
70 N 1.76 -0.30 -0.82  1.322
71 H 3.24 1.52 2.83  0.051
72 C -0.04 -0.40 4.35  -1.510
73 H 3.47 2.37 -3.26  0.356
74 H -2.12 0.67 2.75  0.168
75 N 0.88 1.44 1.56  1.143
76 C 5.54 3.02 -3.27  -1.176
77 H -4.21 -0.05 -3.16  0.198
78 C -3.29 -4.08 2.33  -1.107
79 C 0.90 2.49 -1.89  1.713
80 C 2.89 -0.64 -0.27  -0.633
81 C -1.67 -0.28 -4.08  0.245
82 C -0.88 -2.70 2.24  -0.233
83 C -3.02 -0.60 -1.46  -0.050
84 H 5.54 3.39 -4.28  0.429
85 H -1.77 -4.72 -1.79  0.653
86 H -0.42 3.70 2.23  0.216
87 H -2.88 1.50 -3.68  0.200
88 C 4.39 2.44 -2.68  0.273
89 S 5.49 1.50 0.90  -0.446
90 C -1.44 3.94 -1.85  -0.977
91 H -0.21 2.71 3.69  0.220
92 H 1.86 1.98 -1.88  -1.268
93 H -4.01 -2.70 0.92  0.355
94 C -2.98 -0.71 -0.06  -1.607
95 H -0.93 -3.51 -0.83  0.006
96 C -4.13 -0.35 0.65  0.443
97 C -3.98 3.24 1.62  -1.190
98 N -1.80 1.67 1.00  2.333
99 H -2.51 -2.95 -3.38  0.872
100 H 0.97 -0.27 -2.79  0.482
101 H 0.19 -0.02 5.35  0.646
102 H -4.84 3.85 1.86  0.412
103 C -3.30 3.42 0.44  -0.826
104 H 2.30 -4.80 0.40  0.549
105 H -0.20 0.44 3.69  -0.066
106 H -2.32 -5.40 3.75  0.435
107 H -6.18 0.59 -1.87  0.456
108 H 3.91 -3.85 2.34  0.441
109 H -3.62 4.19 -0.26  0.475
110 H -1.77 1.65 -5.05  0.570
111 C -2.17 2.64 0.16  0.323
112 H 7.38 2.62 -0.61  0.278
113 C 5.43 2.04 -0.66  -0.092
114 H -2.32 -1.99 -5.29  0.360
115 H 3.09 -0.48 0.78  0.034
116 H 2.87 2.94 0.70  -0.129
117 C 1.43 2.58 2.27  1.532

HOMO = -0.2329 Eh
Energy relative to the best compared isomer or geometry (same formula, charge and spin) = 0.00 kJ/mol
HOMO-LUMO gap = 5.9 eV
E_LUMO = -0.39 eV



Here is a 3-piece molecular cluster, C42H75ClN2O8S2 overall at a distorted geometry from the OMol25 dataset. Energies are from the ωB97M-V functional and the def2-TZVPD basis.

Last column: Mulliken charge in e.
Positions of all 130 atoms, in Å:
1 C 2.39 -4.53 -0.71  0.601
2 C 3.93 -5.67 2.57  -1.266
3 C 3.73 -5.13 1.20  1.844
4 H 1.83 1.36 -0.39  0.162
5 O 5.07 -5.06 4.42  -0.445
6 C 6.57 -2.58 0.87  -0.924
7 C 0.05 6.23 -0.36  -1.089
8 C 1.20 5.71 -2.58  -0.290
9 H 0.46 7.36 -4.78  0.282
10 C 6.30 -5.40 -2.38  0.464
11 H -7.32 0.99 -1.24  0.283
12 H -3.02 -0.64 0.50  -0.248
13 H -4.55 -2.24 2.52  0.609
14 H 1.30 2.96 -0.12  0.573
15 H 5.51 -4.19 4.41  0.341
16 H -7.41 2.72 0.19  0.052
17 C -0.12 5.96 -1.86  -0.377
18 C 1.05 -4.25 2.75  0.331
19 H 0.03 0.29 -2.72  0.388
20 H -9.74 3.61 0.14  0.400
21 S 4.58 -0.99 1.71  1.011
22 C 1.65 8.19 -3.14  -0.417
23 H 6.40 -1.79 2.86  0.698
24 H 1.54 -5.96 3.98  0.376
25 H -5.04 0.01 -1.06  0.218
26 H -6.74 0.47 -2.80  0.396
27 C 5.77 -2.20 2.09  0.321
28 H -2.34 -2.12 1.10  -0.728
29 H -6.10 2.78 -3.40  0.362
30 H -0.13 -5.50 4.00  0.558
31 H 0.99 5.44 -3.61  0.389
32 C 2.46 -4.89 0.66  0.350
33 O 3.62 -1.58 0.83  -0.322
34 C -3.92 -1.38 2.34  -0.681
35 Cl 3.74 -0.88 3.56  -0.256
36 H 1.69 4.84 -2.13  0.117
37 C 7.20 -3.94 1.09  -0.870
38 C 3.52 -4.06 -3.01  0.537
39 H 0.62 7.14 -0.18  0.341
40 H 1.07 -4.56 4.87  0.358
41 O -0.07 -3.39 2.63  -0.376
42 C -4.75 -0.12 2.43  -1.186
43 N 3.54 -4.42 -1.43  0.327
44 C -0.07 1.82 -1.23  -0.697
45 H 0.78 8.53 -2.57  0.228
46 H 0.56 5.40 0.13  0.152
47 H -3.16 -1.39 3.10  0.245
48 C 0.47 1.59 1.28  -0.988
49 H -3.02 0.66 4.10  0.450
50 C -0.37 0.40 -1.73  -1.137
51 H -7.80 2.63 -3.06  0.367
52 H 2.41 8.96 -3.03  0.385
53 C -0.21 -2.10 -1.47  -1.102
54 C 1.27 8.08 -4.62  -1.187
55 H -0.86 -3.92 2.72  0.361
56 C 0.12 -0.74 -0.87  1.518
57 H -1.22 2.78 1.70  0.590
58 C -1.01 1.74 1.53  0.294
59 C -2.81 1.32 3.27  -1.389
60 O 3.89 -2.94 -3.17  -0.598
61 H 0.75 0.57 1.48  0.201
62 H -0.99 2.31 -0.98  0.419
63 C 0.87 -5.11 3.97  -1.764
64 H 2.13 7.77 -5.22  0.292
65 H 5.99 -2.51 -0.03  0.334
66 C -9.11 3.65 -0.75  -1.299
67 N 5.87 -4.47 -1.73  -0.515
68 H 1.89 -3.61 2.90  0.131
69 H 7.68 -3.93 2.05  0.488
70 H 1.89 -2.32 -1.93  0.816
71 H 2.51 7.07 -1.53  0.347
72 H -3.89 -2.13 0.32  0.642
73 H -0.90 -1.93 -2.28  0.576
74 C -7.63 3.63 -0.38  -0.089
75 H -0.75 5.08 -1.98  0.285
76 C 2.19 6.88 -2.56  -0.906
77 H 1.19 -0.65 -0.76  0.029
78 H -0.92 6.35 0.12  0.380
79 H 1.23 -4.98 -2.34  0.515
80 C 0.96 1.94 -0.13  -0.966
81 H -2.81 2.33 3.66  0.435
82 S 6.83 -6.58 -3.21  -0.372
83 C 0.98 -2.87 -2.05  -0.767
84 H -5.22 -0.09 3.40  0.388
85 H -4.41 1.21 -2.19  0.337
86 H 6.79 -5.86 0.28  0.508
87 O 4.09 -6.80 2.76  -0.441
88 O 3.15 -5.06 -3.64  -0.676
89 H -0.70 1.17 3.57  0.577
90 H 0.28 -4.59 -0.96  0.960
91 H 5.20 -3.03 2.44  -0.672
92 H -9.38 2.80 -1.38  0.291
93 C -6.82 2.60 -2.59  -0.864
94 H -4.64 1.98 2.45  0.433
95 H -9.36 4.57 -1.29  0.295
96 H -7.42 4.47 0.30  0.386
97 H -6.90 4.69 -2.10  0.417
98 H -5.49 -0.18 1.65  0.367
99 H -0.28 -0.67 0.12  -0.933
100 C 1.21 -5.08 1.46  -1.516
101 H 7.35 -1.86 0.76  0.540
102 C -6.58 1.21 -2.01  -0.615
103 C 1.16 -4.30 -1.50  -2.150
104 C 6.30 -5.21 0.97  -1.453
105 H -0.66 6.79 -2.32  0.357
106 C 4.91 -4.99 0.46  0.944
107 H 0.84 -2.96 -3.11  0.369
108 H 1.01 2.18 2.00  0.515
109 H -1.34 -0.06 2.55  -0.355
110 H 1.15 -6.12 1.73  0.752
111 H -1.44 0.31 -1.85  0.126
112 H 3.09 6.59 -3.11  0.398
113 O 5.21 0.25 1.43  -0.629
114 H 0.93 9.04 -5.01  0.380
115 H -5.67 3.81 -1.23  0.295
116 H -1.59 1.34 0.72  -0.214
117 C -1.42 1.00 2.78  -0.136
118 H 0.32 2.37 -2.07  0.399
119 H 7.98 -4.03 0.36  0.374
120 C -6.70 3.74 -1.58  -0.713
121 C -3.26 -1.58 0.98  0.330
122 C 4.75 -4.63 -0.89  0.222
123 C -3.96 1.16 2.28  0.722
124 H -0.74 -2.71 -0.75  0.341
125 O 3.94 -4.75 3.58  -0.081
126 C -5.18 1.03 -1.43  -0.570
127 H -5.00 1.71 -0.59  0.055
128 H 6.27 -5.74 1.90  0.563
129 H 0.34 -4.87 0.88  0.145
130 H -3.64 1.25 1.25  -0.688

HOMO = -0.3555 Eh
HOMO-LUMO gap = 9.2 eV
E_LUMO = -0.52 eV



Here is C23H23N6O3Pd as an isolated structure at a distorted geometry from the OMol25 dataset. Energies are from the ωB97M-V functional and the def2-TZVPD basis.

Last column: Mulliken charge in e.
Positions of all 56 atoms, in Å:
1 H -2.83 2.22 4.52  0.471
2 O 0.33 1.60 -1.23  -0.446
3 C -2.33 -3.74 -1.43  0.325
4 H -2.63 3.11 -2.64  0.311
5 H -2.97 0.94 0.43  0.599
6 H 4.83 -0.87 -0.51  0.575
7 C 1.08 1.03 2.28  -1.063
8 H 0.70 -1.33 -3.07  0.568
9 H 1.58 2.01 2.21  0.451
10 C -1.63 -2.70 -0.80  0.607
11 N -1.11 0.96 1.34  0.342
12 H -1.31 -0.50 -3.21  0.674
13 H -3.28 -5.65 -1.11  0.478
14 N -0.51 -1.67 1.09  -0.094
15 N -1.95 3.76 -3.06  -0.193
16 C -0.98 1.68 3.59  -1.036
17 H 2.82 -1.91 -4.18  0.487
18 H -4.17 1.75 2.45  0.464
19 C -0.77 2.09 -1.73  1.035
20 O 3.46 -0.02 1.57  -0.570
21 C 2.82 -1.57 -3.15  -0.956
22 C -0.62 3.41 -2.47  -0.736
23 C 2.72 -0.69 -0.59  0.812
24 C -1.59 -1.43 -2.73  -0.307
25 H -2.23 4.73 -2.85  0.373
26 C 3.95 -1.00 -1.12  -0.910
27 C 1.62 -1.24 -2.54  -0.100
28 H 0.14 3.33 -3.25  0.356
29 C -2.40 -4.91 0.68  -0.886
30 H 1.54 0.54 3.14  0.567
31 C -1.30 -2.79 0.55  0.249
32 O -1.86 1.55 -1.61  -0.613
33 H -2.52 -2.26 -4.48  0.460
34 C -3.10 1.60 2.47  -0.952
35 N -1.28 -1.55 -1.45  0.294
36 N 1.58 -0.82 -1.28  0.556
37 C -2.35 1.87 3.62  -0.316
38 H -0.30 4.17 -1.77  0.345
39 H -0.37 1.89 4.46  0.560
40 H 4.96 -1.71 -2.89  0.486
41 C -0.38 1.22 2.43  0.530
42 H -1.45 -3.91 2.35  0.521
43 C 4.01 -1.46 -2.43  -0.347
44 C -2.45 1.15 1.35  -0.326
45 H -3.20 -4.35 -3.32  0.498
46 H -2.68 -5.77 1.28  0.446
47 C -1.69 -3.85 1.30  -0.564
48 H -0.90 -1.40 1.99  0.471
49 C -2.29 -2.42 -3.44  -1.234
50 C -2.71 -4.86 -0.65  -0.900
51 C 2.59 -0.13 0.76  -0.175
52 Pd -0.19 -0.07 -0.21  0.040
53 C -2.65 -3.57 -2.80  -0.608
54 N 1.30 0.26 1.06  0.618
55 H 0.46 -1.95 1.24  0.385
56 H -1.98 3.64 -4.07  0.376

HOMO = -0.6385 Eh
Energy relative to the best compared isomer or geometry (same formula, charge and spin) = 0.00 kJ/mol
HOMO-LUMO gap = 6.4 eV
Net charge = +3
E_LUMO = -10.97 eV